1.
The following is a quantum chemistry calculation of C6H15NO2 as an isolated structure, from OMol25.

- Highest occupied orbital energy (spin up / spin down): -0.3143 / -0.3143 Ha

```
! wB97M-V def2-TZVPD RIJCOSX def2/J DEFGRID3
* xyz 0 1
C 1.435 -0.975 -0.834
C 1.549 1.614 -0.073
C 0.639 -2.156 -0.769
C 0.756 0.380 0.481
O 1.096 -0.018 1.624
H 1.430 -0.449 -1.784
H 2.428 -1.017 -0.406
H 1.225 2.505 0.455
H 2.605 1.430 0.111
H 1.400 1.734 -1.145
H 0.145 -2.447 -1.691
H -0.480 -1.972 0.024
H 1.058 -2.967 -0.183
C -1.469 0.909 1.418
C -1.236 0.862 -1.008
N -0.630 0.624 0.280
O -1.542 -1.790 0.763
H -1.147 -1.965 1.633
H -0.864 0.896 2.322
H -2.251 0.147 1.500
H -1.931 1.893 1.297
H -2.201 0.352 -1.031
H -0.613 0.477 -1.809
H -1.401 1.933 -1.176
*
```



2.
The following is a quantum chemistry calculation of C6H15NO2 in the gas phase, from OMol25.

- SMILES: C[C@@H](O)C(C)(C)CON
- Highest occupied orbital energy: -0.3507 Ha

```
! wB97M-V def2-TZVPD RIJCOSX def2/J DEFGRID3
* xyz 0 1
C -2.068 1.337 0.828
C -1.512 0.011 0.308
O -2.246 -0.302 -0.877
C 0.038 -0.008 0.051
C 0.711 -0.470 1.366
C 0.602 1.387 -0.291
C 0.387 -1.000 -1.100
O 1.704 -0.822 -1.647
N 2.689 -1.534 -0.846
H -3.134 1.238 1.059
H -1.552 1.679 1.729
H -2.005 2.116 0.058
H -1.760 -0.775 1.033
H -3.176 -0.421 -0.620
H 0.361 0.120 2.221
H 1.800 -0.372 1.334
H 0.476 -1.521 1.577
H 0.145 1.786 -1.202
H 1.687 1.357 -0.445
H 0.437 2.102 0.522
H -0.272 -0.825 -1.957
H 0.233 -2.045 -0.800
H 3.036 -2.217 -1.520
H 3.417 -0.820 -0.780
*
```



3.
The following is a quantum chemistry calculation of a 2-piece molecular cluster, C6H15NO2P overall, from OMol25.

- Highest occupied orbital energy: -0.4938 Ha

```
! wB97M-V def2-TZVPD RIJCOSX def2/J DEFGRID3
* xyz 1 1
C 1.134 1.260 -0.274
C 0.980 2.588 0.521
C 2.408 -2.076 0.211
C -2.746 -0.843 1.264
C -1.939 0.944 -1.369
C 0.814 -0.023 0.419
N 1.445 -1.114 -0.448
O 1.598 1.219 -1.413
O -1.287 -1.757 -0.829
P -1.611 -0.543 -0.172
H 0.433 3.145 -0.193
H 0.475 2.466 1.539
H 2.041 3.056 0.552
H 3.094 -2.349 -0.585
H 3.033 -1.459 0.995
H 1.804 -2.953 0.729
H -3.544 -1.236 0.656
H -2.151 -1.561 1.840
H -3.103 0.070 1.862
H -2.371 1.750 -0.802
H -1.032 1.020 -1.811
H -2.791 0.821 -2.070
H 0.842 -0.220 1.496
H 0.587 -1.683 -0.909
H 1.887 -0.522 -1.208
*
```



4.
The following is a quantum chemistry calculation of a 2-piece molecular cluster, C6H15NO3 overall, from OMol25.

- Highest occupied orbital energy: -0.2548 Ha

```
! wB97M-V def2-TZVPD RIJCOSX def2/J DEFGRID3
* xyz 0 1
C 4.712 3.812 1.732
C 4.347 2.603 2.570
N 4.746 1.313 1.943
C 6.208 1.056 1.828
C 6.917 1.099 3.167
H 5.793 4.009 1.735
H 4.379 3.690 0.692
H 4.211 4.694 2.150
H 4.812 2.642 3.562
H 3.262 2.546 2.714
H 6.300 0.064 1.371
H 6.624 1.788 1.127
H 7.111 2.127 3.501
H 6.335 0.578 3.939
H 7.886 0.595 3.066
H 4.328 0.517 2.503
C 2.230 -0.130 -0.515
O 1.248 0.383 0.076
O 2.536 -1.440 -0.237
C 1.722 -2.448 -0.798
H 1.591 -2.302 -1.881
H 2.240 -3.399 -0.631
H 0.738 -2.483 -0.309
O 2.988 0.416 -1.333
H 4.347 1.274 0.979
*
```



5.
The following is a quantum chemistry calculation of C6H15NS in the gas phase, from OMol25.

- SMILES: CCN(C)CCCS
- Highest occupied orbital energy: -0.3142 Ha

```
! wB97M-V def2-TZVPD RIJCOSX def2/J DEFGRID3
* xyz 0 1
C -2.739 -0.848 0.906
C -1.309 -1.029 1.365
N -0.398 -0.572 0.277
C -0.165 -1.671 -0.665
C 0.772 0.124 0.721
C 0.949 1.529 0.095
C 1.926 1.592 -1.071
S 1.720 2.968 -2.291
H -2.961 -1.552 0.090
H -3.492 -1.079 1.660
H -2.906 0.092 0.381
H -1.127 -2.077 1.642
H -1.012 -0.493 2.267
H 0.759 -1.443 -1.213
H 0.023 -2.660 -0.240
H -0.956 -1.666 -1.411
H 1.701 -0.452 0.576
H 0.787 0.335 1.791
H -0.059 1.870 -0.161
H 1.283 2.234 0.861
H 2.919 1.813 -0.683
H 1.970 0.617 -1.551
H 2.315 2.368 -3.345
*
```



6.
The following is a quantum chemistry calculation of a 2-piece molecular cluster, C6H15NSi overall, from OMol25.

- SMILES: C=C/[Si](=C\C)CC.N
- Highest occupied orbital energy: -0.2624 Ha

```
! wB97M-V def2-TZVPD RIJCOSX def2/J DEFGRID3
* xyz 0 1
C -3.349 0.281 0.016
C -2.380 0.641 -0.787
Si -0.550 0.166 -0.403
C 0.047 -0.494 1.118
C -0.672 -1.371 2.057
C 0.666 1.011 -1.614
C 0.499 2.487 -1.461
H -4.274 0.863 -0.049
H -3.258 -0.403 0.781
H -2.617 1.473 -1.437
H 1.099 -0.349 1.325
H -0.878 -2.383 1.474
H -0.134 -1.702 2.932
H -1.731 -1.089 2.280
H 1.629 0.892 -1.206
H 0.535 0.600 -2.697
H 1.424 3.073 -1.726
H -0.311 3.059 -1.827
H 0.412 2.691 -0.372
N 3.225 -2.188 0.240
H 3.403 -1.772 1.085
H 4.187 -2.290 -0.234
H 3.028 -3.198 0.505
*
```



Number 1: maximum force 0.0873 hartree/bohr. Number 2: maximum force 0.0181 hartree/bohr. Number 3: maximum force 0.1117 hartree/bohr. Number 4: maximum force 0.0469 hartree/bohr. Number 5: maximum force 0.0347 hartree/bohr. Number 6: maximum force 0.0930 hartree/bohr.